{
  "formula": "C26H78AsF6O32P6",
  "method": "ωB97M-V/def2-TZVPD",
  "molar_mass_g_mol": 1277.63,
  "total_charge": -1,
  "e_tot_ha": -8328.8002,
  "multiplicity": 1,
  "homo_lumo_gap_ev": 8.05,
  "symbols": ["As", "F", "F", "F", "F", "F", "F", "C", "O", "P", "O", "O", "C", "O", "C", "H", "H", "H", "H", "H", "H", "H", "H", "H", "C", "O", "P", "O", "O", "C", "O", "C", "H", "H", "H", "H", "H", "H", "H", "H", "H", "C", "O", "P", "O", "O", "C", "O", "C", "H", "H", "H", "H", "H", "H", "H", "H", "H", "C", "O", "P", "O", "O", "C", "O", "C", "H", "H", "H", "H", "H", "H", "H", "H", "H", "C", "O", "P", "O", "O", "C", "O", "C", "H", "H", "H", "H", "H", "H", "H", "H", "H", "C", "O", "P", "O", "O", "C", "O", "C", "H", "H", "H", "H", "H", "H", "H", "H", "H", "C", "C", "O", "O", "H", "H", "H", "H", "H", "H", "C", "C", "O", "O", "H", "H", "H", "H", "H", "H", "C", "C", "O", "O", "H", "H", "H", "H", "H", "H", "C", "C", "O", "O", "H", "H", "H", "H", "H", "H"],
  "coordinates": [[-0.2104, 0.3154, 0.0577], [1.1170, -0.7112, -0.4872], [-0.0719, -0.3447, 1.7000], [-1.4729, 1.3486, 0.6752], [-0.4031, 0.9506, -1.5634], [-1.1537, -1.1395, -0.2631], [0.9224, 1.6143, 0.4048], [-2.0148, -1.3987, -4.3899], [-2.9443, -0.6160, -3.6655], [-4.4957, -0.9906, -3.6731], [-5.2549, -0.5900, -4.8546], [-4.4472, -2.5727, -3.3759], [-5.5377, -3.3393, -3.8622], [-4.9923, -0.3425, -2.3147], [-4.2552, -0.5403, -1.0937], [-1.1992, -1.7414, -3.7460], [-1.4803, -0.7836, -5.1190], [-2.4394, -2.2740, -4.8773], [-5.5064, -4.3794, -3.5343], [-5.4826, -3.4012, -4.9530], [-6.4998, -2.9239, -3.5569], [-4.1068, 0.4334, -0.6333], [-3.3061, -1.0044, -1.3534], [-4.8069, -1.1849, -0.4108], [5.1731, -0.2593, 5.8822], [5.0030, 0.4566, 4.6623], [4.8256, -0.3489, 3.2933], [4.0648, -1.6018, 3.3688], [4.1901, 0.7327, 2.3411], [3.6596, 0.3328, 1.0422], [6.3263, -0.5165, 2.7375], [7.2027, -1.4079, 3.3727], [4.2686, -0.1379, 6.4765], [6.0943, 0.0137, 6.3869], [5.1984, -1.3472, 5.7570], [4.3158, -0.3233, 0.4774], [3.6073, 1.3188, 0.5817], [2.6358, 0.0260, 1.2243], [7.5862, -2.1362, 2.6519], [6.7183, -2.0492, 4.1178], [8.0713, -0.9713, 3.8693], [5.3428, 0.9528, -6.3125], [5.1957, 0.1162, -5.1912], [4.1834, 0.4520, -3.9917], [3.7036, 1.8322, -3.9296], [3.0771, -0.6519, -4.2472], [1.8398, -0.6092, -3.4887], [5.0008, -0.1228, -2.7476], [5.3120, -1.4826, -2.5447], [5.9680, 0.4551, -7.0573], [5.8852, 1.8822, -6.1271], [4.3867, 1.1688, -6.7894], [1.8448, 0.2512, -2.8228], [1.8265, -1.5238, -2.9007], [1.0121, -0.5700, -4.1918], [4.7772, -1.9698, -1.7244], [6.3673, -1.6090, -2.3059], [5.0423, -2.0527, -3.4361], [0.0560, 7.2865, 4.2130], [0.7133, 6.9952, 2.9810], [0.0191, 6.1305, 1.8370], [0.8061, 6.0732, 0.6008], [-0.1876, 4.7083, 2.5728], [-0.3410, 3.4799, 1.8697], [-1.4652, 6.7527, 1.8071], [-2.4881, 6.1042, 1.0465], [0.6298, 7.1661, 5.1234], [-0.9019, 6.7610, 4.2637], [-0.3173, 8.3118, 4.1090], [-1.2472, 2.9877, 2.2306], [0.5052, 2.8075, 2.0028], [-0.4707, 3.6522, 0.7972], [-2.1884, 5.1907, 0.5321], [-2.7868, 6.8292, 0.2865], [-3.3143, 5.9078, 1.7300], [-3.7462, -7.3755, -3.4090], [-2.3431, -7.2429, -3.2644], [-1.6488, -6.4630, -2.0532], [-0.1830, -6.5248, -2.0372], [-2.3491, -5.0533, -2.1216], [-1.8661, -4.0261, -1.2200], [-2.3726, -7.1651, -0.7946], [-2.0198, -8.4621, -0.3560], [-3.9271, -8.4145, -3.6748], [-4.1052, -6.7527, -4.2316], [-4.3517, -7.0661, -2.5571], [-1.4828, -3.1883, -1.8029], [-1.0820, -4.3852, -0.5593], [-2.7239, -3.6043, -0.7012], [-1.6713, -8.3996, 0.6729], [-1.2041, -8.9160, -0.9272], [-2.8539, -9.1521, -0.4831], [-3.1220, 1.8915, -0.9427], [-3.2593, 2.9663, -1.8693], [-2.0707, 3.6318, -2.6906], [-0.8108, 3.6343, -1.9245], [-2.1202, 2.9208, -4.1141], [-1.4517, 1.6596, -4.2267], [-2.7175, 5.0657, -2.9304], [-1.9713, 5.9765, -3.7343], [-2.6220, 1.0358, -1.4015], [-4.0636, 1.5613, -0.5126], [-2.4763, 2.2765, -0.1478], [-0.9791, 1.6150, -5.2084], [-2.2080, 0.8744, -4.1843], [-0.6734, 1.4474, -3.4918], [-2.3958, 6.1485, -4.7237], [-0.9355, 5.6400, -3.8244], [-1.9240, 6.9587, -3.2623], [-2.3971, -4.4918, 3.1213], [-1.8438, -3.1779, 2.5835], [-2.7446, -2.5918, 1.6779], [-3.3840, -4.3196, 4.1475], [-1.6223, -5.1038, 3.6025], [-2.8010, -5.1322, 2.3342], [-0.8923, -3.4342, 2.1074], [-1.7218, -2.5362, 3.4606], [-2.3083, -1.8981, 1.1694], [-2.8969, -4.1447, 4.9568], [-2.1076, 0.3733, 3.7946], [-1.4554, 1.7460, 3.9204], [-1.1813, 1.9459, 5.3074], [-3.5297, 0.5895, 3.9802], [-1.7564, -0.4199, 4.4577], [-2.0220, 0.0252, 2.7625], [-1.9757, 2.5454, 3.4054], [-0.4800, 1.5911, 3.4369], [-0.5014, 1.3039, 5.5887], [-3.9021, -0.2966, 4.0651], [2.2924, 3.7857, -1.2737], [3.7488, 3.9482, -1.5659], [4.3436, 5.0373, -0.8400], [1.5816, 4.9101, -1.7420], [2.0276, 3.5396, -0.2400], [2.0497, 2.8773, -1.8518], [3.8725, 4.2284, -2.6215], [4.2605, 2.9779, -1.5216], [5.2834, 4.8299, -0.8177], [0.6469, 4.6298, -1.7079], [1.5481, -0.8481, 5.3726], [1.0638, -2.0072, 4.5332], [0.4432, -2.9438, 5.4463], [0.4654, -0.1536, 5.9791], [2.1991, -0.2114, 4.7764], [2.1704, -1.2523, 6.1797], [1.9003, -2.5105, 4.0486], [0.3263, -1.7079, 3.7862], [0.5238, -3.8269, 5.0821], [-0.1770, -0.8170, 6.2603]]
}

***

{
  "formula": "C26H78N6O10",
  "method": "ωB97M-V/def2-TZVPD",
  "molar_mass_g_mol": 634.94,
  "total_charge": 0,
  "e_tot_ha": -2118.2325,
  "smiles": "COC[C@H](C)N.COC[C@H](C)N.COC[C@H](C)N.COC[C@H](C)N.COC[C@H](C)N.COC[C@H](C)N.CCO.O.O.O",
  "multiplicity": 1,
  "homo_lumo_gap_ev": 9.34,
  "symbols": ["C", "O", "C", "C", "C", "N", "H", "H", "H", "H", "H", "H", "H", "H", "H", "H", "H", "C", "O", "C", "C", "C", "N", "H", "H", "H", "H", "H", "H", "H", "H", "H", "H", "H", "C", "O", "C", "C", "C", "N", "H", "H", "H", "H", "H", "H", "H", "H", "H", "H", "H", "C", "O", "C", "C", "C", "N", "H", "H", "H", "H", "H", "H", "H", "H", "H", "H", "H", "C", "O", "C", "C", "C", "N", "H", "H", "H", "H", "H", "H", "H", "H", "H", "H", "H", "C", "O", "C", "C", "C", "N", "H", "H", "H", "H", "H", "H", "H", "H", "H", "H", "H", "C", "C", "O", "H", "H", "H", "H", "H", "H", "O", "H", "H", "O", "H", "H", "O", "H", "H"],
  "coordinates": [[15.6466, 7.0313, 21.1977], [16.4233, 6.4853, 20.1643], [15.6694, 5.5815, 19.3865], [16.5699, 4.9231, 18.3518], [15.7985, 3.9817, 17.4466], [17.6777, 4.1417, 18.9655], [16.2438, 7.7638, 21.7366], [15.3013, 6.2611, 21.8979], [14.7625, 7.5601, 20.8206], [15.1824, 4.8587, 20.0526], [14.8854, 6.1048, 18.8229], [17.0203, 5.7470, 17.7884], [15.5368, 3.0480, 17.9532], [16.4255, 3.6707, 16.6117], [14.8960, 4.4756, 17.0833], [18.1323, 4.6926, 19.7000], [17.1415, 3.4149, 19.4387], [19.4595, 0.2753, 19.3457], [19.3039, -0.4774, 20.5364], [18.0651, -0.3507, 21.1710], [17.9601, 0.7351, 22.2603], [16.8339, 0.3450, 23.2035], [17.6975, 2.0323, 21.5829], [20.4512, 0.0926, 18.9352], [19.2888, 1.3476, 19.4717], [18.7708, -0.1405, 18.5952], [17.2490, -0.2225, 20.4415], [17.8028, -1.3239, 21.5985], [18.8851, 0.7390, 22.8417], [16.7463, 0.9612, 24.1005], [16.9185, -0.6774, 23.5902], [15.8573, 0.3203, 22.7034], [17.3763, 2.6761, 22.3068], [16.8576, 1.7345, 21.0829], [17.0086, 0.9765, 15.3446], [17.3194, -0.2386, 16.0116], [16.2275, -1.1438, 16.0188], [14.9679, -0.7008, 16.7652], [15.2329, -0.4003, 18.2341], [13.9637, -1.7851, 16.7244], [16.3113, 1.6146, 15.8960], [16.4923, 0.8104, 14.3910], [17.9269, 1.5287, 15.1725], [15.9120, -1.4056, 14.9995], [16.6942, -1.9986, 16.5195], [14.5587, 0.1926, 16.2878], [14.2943, -0.1607, 18.7351], [15.9180, 0.4432, 18.3434], [15.6058, -1.3041, 18.7217], [14.4251, -2.6675, 16.9299], [13.6265, -1.8657, 15.7676], [20.8597, 5.2970, 19.8580], [19.7811, 5.0093, 20.7224], [19.6514, 5.9926, 21.7297], [18.7417, 5.5628, 22.8893], [18.6818, 6.7222, 23.8700], [19.2252, 4.3646, 23.5987], [20.9141, 6.3340, 19.5241], [20.8462, 4.6447, 18.9868], [21.8021, 5.0247, 20.3496], [20.6521, 6.2368, 22.1112], [19.1512, 6.8603, 21.2695], [17.7587, 5.2834, 22.5008], [18.0621, 6.4810, 24.7319], [18.2108, 7.5798, 23.3820], [19.6667, 7.0746, 24.1792], [19.4631, 3.6276, 22.9378], [20.1107, 4.6660, 24.0051], [17.4469, 4.2410, 13.8594], [16.1717, 3.6773, 13.6559], [15.1274, 4.5795, 13.9810], [13.8520, 3.7633, 13.7560], [13.6378, 3.4321, 12.2880], [12.6474, 4.4688, 14.2618], [18.2237, 3.5331, 13.5857], [17.6081, 4.5454, 14.8980], [17.5647, 5.1533, 13.2594], [15.2250, 4.9012, 15.0165], [15.1176, 5.4409, 13.3059], [13.9480, 2.8741, 14.3905], [14.4827, 2.8121, 11.9693], [13.7198, 4.2976, 11.6301], [12.7209, 2.8733, 12.1146], [12.7007, 4.5291, 15.2776], [11.8583, 3.8453, 14.1157], [22.8824, 1.9299, 19.7083], [23.7624, 2.1650, 18.6452], [23.4072, 3.3273, 17.9087], [24.3889, 3.5822, 16.7802], [25.7565, 3.9314, 17.3184], [23.9264, 4.6430, 15.8768], [21.8426, 1.8899, 19.3662], [22.9340, 2.6688, 20.5162], [23.1294, 0.9468, 20.1052], [22.3888, 3.2072, 17.5142], [23.3643, 4.1110, 18.6766], [24.4340, 2.6489, 16.1999], [26.1912, 3.1165, 17.8953], [25.6692, 4.7850, 17.9966], [26.4423, 4.2164, 16.5180], [23.1607, 4.3440, 15.2809], [24.6694, 4.7513, 15.1880], [19.1490, 7.8896, 17.5944], [19.2806, 7.0705, 16.3296], [20.3374, 6.1054, 16.5051], [18.5082, 8.7500, 17.3898], [20.1345, 8.2697, 17.8743], [18.7632, 7.3371, 18.4506], [19.5519, 7.6908, 15.4723], [18.3521, 6.5058, 16.1833], [20.5502, 5.7822, 15.6112], [21.0583, 4.9007, 14.1067], [20.7560, 5.4904, 13.4033], [21.5428, 4.2038, 13.6483], [20.1155, 0.6991, 16.0365], [19.2658, 0.2323, 16.0309], [19.9158, 1.5640, 16.4353], [19.3783, 3.3913, 16.8780], [19.9430, 4.1788, 16.7994], [18.8200, 3.5758, 17.6746]]
}

***

{
  "formula": "C26H78O13S13",
  "method": "ωB97M-V/def2-TZVPD",
  "molar_mass_g_mol": 1015.77,
  "total_charge": 0,
  "e_tot_ha": -7191.4098,
  "multiplicity": 1,
  "homo_lumo_gap_ev": 8.15,
  "symbols": ["C", "S", "O", "C", "H", "H", "H", "H", "H", "H", "C", "S", "O", "C", "H", "H", "H", "H", "H", "H", "C", "S", "O", "C", "H", "H", "H", "H", "H", "H", "C", "S", "O", "C", "H", "H", "H", "H", "H", "H", "C", "S", "O", "C", "H", "H", "H", "H", "H", "H", "C", "S", "O", "C", "H", "H", "H", "H", "H", "H", "C", "S", "O", "C", "H", "H", "H", "H", "H", "H", "C", "S", "O", "C", "H", "H", "H", "H", "H", "H", "C", "S", "O", "C", "H", "H", "H", "H", "H", "H", "C", "S", "O", "C", "H", "H", "H", "H", "H", "H", "C", "S", "O", "C", "H", "H", "H", "H", "H", "H", "C", "S", "O", "C", "H", "H", "H", "H", "H", "H", "C", "S", "O", "C", "H", "H", "H", "H", "H", "H"],
  "coordinates": [[0.7594, -0.5918, -4.6442], [2.0103, -0.3679, -3.2995], [2.6079, -1.7483, -2.9286], [3.2385, 0.6718, -4.2693], [0.7900, 0.4089, -5.0750], [-0.2212, -0.7741, -4.2047], [1.0102, -1.2552, -5.4719], [3.8784, -0.0140, -4.8246], [3.7629, 1.3460, -3.5921], [2.6420, 1.2888, -4.9412], [2.5855, -4.7459, -1.6780], [2.2202, -6.3850, -0.8828], [0.6661, -6.5450, -0.6910], [2.5402, -7.6140, -2.2855], [3.5996, -4.8171, -2.0714], [2.4863, -3.8236, -1.1057], [1.9489, -4.6249, -2.5544], [1.6781, -8.2773, -2.3555], [3.4137, -8.1942, -1.9879], [2.8098, -7.0724, -3.1922], [6.1122, -0.8315, 0.9582], [4.9636, -2.0236, 0.1121], [5.8092, -3.1742, -0.3990], [3.9409, -2.6180, 1.4675], [7.1173, -1.0435, 0.5936], [6.1185, -0.8658, 2.0477], [5.9105, 0.1670, 0.5704], [4.5215, -3.3494, 2.0296], [3.0617, -3.1326, 1.0799], [3.6072, -1.8688, 2.1854], [2.1310, 4.0361, 0.5730], [2.9150, 2.4579, 1.2144], [1.6928, 1.5592, 1.5785], [3.5989, 1.6705, -0.3453], [2.9250, 4.7749, 0.4641], [1.3813, 4.3657, 1.2923], [1.4747, 3.8718, -0.2816], [2.7622, 1.5422, -1.0320], [3.9130, 0.6366, -0.2016], [4.4188, 2.3104, -0.6714], [-0.7112, -3.9957, -2.7944], [-2.5007, -4.3568, -2.3710], [-3.3576, -4.9328, -3.5184], [-2.2358, -5.6321, -0.9985], [-0.7487, -3.3675, -3.6844], [-0.2561, -4.9253, -3.1361], [-0.1879, -3.5189, -1.9656], [-1.3588, -5.4143, -0.3890], [-1.8206, -6.5367, -1.4429], [-3.1442, -5.8590, -0.4405], [-1.0813, -0.7690, 4.3178], [-1.2554, -0.2504, 6.0919], [-2.0054, 1.0482, 6.1406], [-2.3853, -1.5023, 6.8688], [-0.6158, -0.0455, 3.6484], [-2.1056, -0.9129, 3.9740], [-0.3994, -1.5707, 4.0343], [-2.3381, -1.2854, 7.9359], [-2.1709, -2.5499, 6.6572], [-3.3983, -1.2794, 6.5336], [-0.5868, 1.2208, -0.3232], [-0.8508, -0.6401, -0.1383], [-0.9172, -1.1514, -1.5662], [0.8328, -1.0860, 0.4553], [0.3467, 1.2798, -0.8827], [-0.4320, 1.6809, 0.6528], [-1.4695, 1.6017, -0.8369], [1.0404, -2.1553, 0.4141], [0.9849, -0.8467, 1.5078], [1.7135, -0.6640, -0.0288], [-0.4734, 2.7523, -3.8402], [-0.3603, 3.2209, -5.6345], [0.8717, 2.5695, -6.1815], [-1.7057, 2.1998, -6.3204], [0.4945, 2.7766, -3.3396], [-0.9609, 1.7893, -3.6883], [-1.1302, 3.5377, -3.4662], [-2.6032, 2.2652, -5.7054], [-1.3983, 1.1611, -6.4421], [-1.9312, 2.6189, -7.3010], [-4.9628, 1.4957, -0.6098], [-6.6819, 1.3495, 0.1002], [-7.6476, 1.8343, -1.0036], [-6.6703, 2.6431, 1.4753], [-4.8134, 2.3379, -1.2854], [-4.7662, 0.5960, -1.1929], [-4.1988, 1.6785, 0.1458], [-5.7194, 2.6417, 2.0080], [-7.4913, 2.6043, 2.1913], [-6.6641, 3.6069, 0.9662], [-4.2242, -2.4348, -5.2624], [-3.8104, -0.6912, -5.5554], [-2.5245, -0.7208, -6.4035], [-3.5357, -0.1185, -3.7540], [-4.6963, -2.7607, -6.1892], [-4.8827, -2.4815, -4.3950], [-3.2595, -2.8325, -4.9474], [-3.3212, 0.9442, -3.6407], [-2.6471, -0.6004, -3.3463], [-4.3632, -0.3537, -3.0846], [2.8752, -1.1955, 4.7361], [4.2521, -0.1755, 5.2459], [3.7066, 1.2363, 5.3012], [4.2843, -0.8783, 6.9332], [2.5100, -0.9528, 3.7382], [2.0293, -1.0580, 5.4096], [3.0995, -2.2621, 4.7489], [4.7608, -0.2229, 7.6622], [4.8194, -1.8278, 6.9418], [3.2905, -1.0629, 7.3411], [-3.2388, 5.8453, 1.2469], [-2.7413, 4.4439, 0.1866], [-2.4930, 3.3358, 1.1112], [-1.0850, 4.9510, -0.4040], [-2.5348, 6.0275, 2.0588], [-4.2300, 5.5752, 1.6110], [-3.3841, 6.7124, 0.6026], [-0.5669, 4.1958, -0.9951], [-0.5042, 5.1134, 0.5040], [-1.0082, 5.8270, -1.0480], [0.4088, 4.0868, 5.9868], [-0.0392, 4.4643, 4.2221], [1.2546, 5.1344, 3.7569], [-0.0440, 2.7127, 3.5426], [-0.4089, 3.6603, 6.5678], [0.5174, 5.0506, 6.4842], [1.3369, 3.5296, 6.1149], [0.9301, 2.2348, 3.6465], [-0.2934, 2.7902, 2.4844], [-0.8126, 2.1464, 4.0685]]
}